DFT (ωB97M-V with the def2-TZVPD basis set) results for 11 unconnected molecules or ions with the total composition C26H72BF4NO9.

Calculated total energy (Eh): -2189.74519

Last column: Löwdin charge in e.
CARTESIAN COORDINATES (ANGSTROEM)
C -1.10181 4.53832 -5.96044  -0.0704
C -0.29053 4.00995 -4.58663  -0.0863
C -0.54632 2.40679 -4.41584  -0.1029
N 0.39507 1.76998 -3.46727  -0.2958
C 0.12159 2.11618 -2.10940  -0.0083
C 1.78329 2.03537 -3.86441  -0.1238
C 2.63291 0.77308 -3.56053  -0.1862
C 1.71444 -0.34591 -3.37457  -0.1682
C 0.30088 0.25959 -3.69823  -0.0597
H -0.68266 4.10374 -6.85036  0.0403
H -0.95396 5.44281 -6.55607  0.0605
H -2.20614 4.35498 -6.07749  0.0796
H -0.66971 4.51345 -3.66975  0.1134
H 0.57520 4.10241 -4.92857  -0.0066
H -0.23551 2.00894 -5.40410  0.1257
H -1.59575 2.07564 -4.11083  0.1548
H 0.19833 3.18831 -1.78463  0.1086
H 0.88469 1.65753 -1.43663  0.1255
H -0.81379 1.80221 -1.68867  0.0933
H 2.31547 2.85207 -3.45730  0.1319
H 1.85392 2.07742 -4.93151  0.1273
H 3.34777 1.15195 -2.66491  0.1518
H 3.48904 0.58173 -4.34791  0.1544
H 1.71297 -0.47742 -2.13177  0.1734
H 1.86373 -1.10845 -4.03541  0.0774
H -0.42091 -0.17132 -2.80121  0.1869
H 0.08150 -0.02386 -4.77712  0.1532
B -0.24813 -0.64434 0.59628  -1.2663
F -1.27618 -0.93489 -0.31215  0.1190
F 0.98901 -0.94256 0.04478  0.1314
F -0.45914 0.68517 1.04864  0.0975
F -0.47576 -1.55498 1.63879  0.1161
C 0.32263 0.40384 5.99332  -0.0938
C 0.22259 0.07106 4.60109  -0.3799
O -0.56583 -1.07078 4.23949  -0.0620
H 1.22595 1.01161 6.00672  0.0774
H 0.48968 -0.66260 6.61862  0.1547
H -0.51426 0.87646 6.42796  0.0467
H 1.10707 -0.02487 4.16842  0.0584
H -0.03992 0.96570 3.98046  0.1184
H -0.67204 -1.16332 3.28800  0.0273
C 0.89333 -5.42706 -1.96198  -0.0947
C 0.60804 -3.98569 -1.76864  -0.3467
O 0.53102 -3.54565 -0.40875  -0.0882
H 1.92565 -5.85530 -1.43296  0.1303
H 0.83061 -5.58786 -3.03723  0.0598
H 0.10316 -6.14944 -1.47773  0.1104
H -0.18100 -3.69770 -2.38142  0.0930
H 1.38790 -3.40024 -2.10426  0.0612
H 0.72260 -2.52729 -0.47528  0.0896
C 4.32477 -2.58505 -0.34541  -0.0637
C 4.33992 -3.41167 -1.57018  -0.3221
O 3.95517 -2.64380 -2.70152  -0.0796
H 4.73349 -3.19438 0.50410  0.1175
H 3.42340 -2.13019 -0.20637  0.0299
H 4.99865 -1.79126 -0.51527  0.0653
H 3.74624 -4.22055 -1.43657  0.0646
H 5.29518 -3.76706 -1.56358  0.0861
H 3.68595 -3.28246 -3.42122  0.1136
C -3.94456 -4.38941 2.64503  -0.1205
C -3.00014 -3.29247 2.49328  -0.3866
O -1.70114 -3.84932 2.55978  -0.0117
H -3.77312 -5.14782 1.77354  0.1166
H -4.94373 -4.08458 2.49053  0.0496
H -3.91342 -4.80625 3.66252  0.0855
H -3.32983 -2.53802 3.28133  0.1277
H -3.34054 -2.61354 1.75235  0.0990
H -1.37057 -3.14354 2.07355  -0.0038
C -5.38460 1.29664 -1.99561  -0.0811
C -3.97647 0.77097 -1.64126  -0.3473
O -3.32896 1.39243 -0.58808  -0.1363
H -5.41078 2.25659 -2.42095  0.0469
H -5.95894 1.11422 -1.02319  0.1141
H -5.78102 0.65061 -2.73517  0.0556
H -3.21139 0.79831 -2.56781  0.1238
H -4.34904 -0.31543 -1.43824  0.1409
H -2.53056 0.95562 -0.09174  0.1266
C -3.65379 1.62601 4.01089  -0.0789
C -3.35388 0.99624 2.67467  -0.3227
O -4.51956 1.18736 1.87417  -0.1012
H -4.35240 1.05342 4.59193  0.0615
H -4.17729 2.66854 4.17273  0.1191
H -2.70509 1.55569 4.42047  0.0254
H -3.07132 0.01047 2.73059  0.0668
H -2.34972 1.35204 2.24857  0.1087
H -4.12767 1.27075 0.94974  0.0442
C 2.68678 -4.40741 3.83562  -0.1048
C 2.11625 -3.96730 2.50728  -0.3793
O 2.54393 -4.68832 1.41837  -0.0115
H 2.11299 -5.37233 4.12476  0.0862
H 2.40165 -3.62920 4.62178  0.0888
H 3.82558 -4.67398 3.90020  0.1010
H 2.50537 -3.03534 2.60569  0.0529
H 1.10445 -3.52039 2.60247  0.1233
H 2.11224 -4.37913 0.69748  -0.0184
C 3.63377 1.84371 0.60130  -0.0995
C 2.56539 2.85864 1.02524  -0.3440
O 2.24266 3.68730 -0.06424  -0.1876
H 4.21251 1.38639 1.39008  0.0642
H 4.45554 2.38416 -0.02241  0.1048
H 3.26219 1.11152 -0.07551  0.0260
H 2.90610 3.45496 1.97777  0.1291
H 1.45708 2.24728 1.16232  0.1524
H 1.33785 4.24931 0.00783  0.1032
C -0.22810 5.12401 2.68380  -0.0626
C -0.82856 4.26145 1.67180  -0.2810
O -0.32229 4.67413 0.37417  -0.1129
H 0.79458 4.87029 2.57296  0.0716
H -0.63699 4.88898 3.57351  0.0560
H -0.41467 6.12911 2.44954  0.0784
H -1.98541 4.48855 1.58296  0.1619
H -0.67310 3.26334 1.96373  0.0746
H -0.81174 4.46648 -0.43668  0.0850

***

DFT (ωB97M-V with the def2-TZVPD basis set) results for 10 unconnected molecules or ions with the total composition C26H72Br2F6N6O12S2.

Net charge: +2
Calculated total energy (Eh): -8808.15580

Last column: Löwdin charge in e.
CARTESIAN COORDINATES (ANGSTROEM)
C 3.47816 0.20762 6.05334  -0.0381
C 2.82822 1.51849 5.99240  -0.3439
C 1.99725 1.61532 4.71375  -0.1793
O 1.13385 2.72337 4.49673  -0.1846
C 0.06865 2.53437 3.63809  -0.1028
N 1.97701 1.94071 7.15068  0.2716
H 1.31806 1.17770 7.21147  0.1800
H 2.51936 2.12179 7.98325  0.1799
H 1.64326 2.84181 6.83970  0.1629
H 4.19656 0.06696 6.86092  0.1070
H 4.10144 -0.00396 5.18451  0.1059
H 2.72558 -0.57823 6.11788  0.1019
H 3.59224 2.27180 5.80027  0.1640
H 1.42779 0.68608 4.69498  0.1257
H 2.63287 1.51738 3.83369  0.1428
H 0.25695 2.08820 2.66158  0.0909
H -0.57686 3.39594 3.46748  0.0985
H -0.47115 1.80888 4.24668  0.0893
C 4.86652 6.33071 2.04482  -0.0099
C 4.67398 6.21029 0.48123  -0.2349
C 3.40253 5.40540 -0.02940  -0.1699
O 3.41780 4.15687 0.61652  -0.1645
C 2.46993 3.27646 0.13503  -0.1107
N 4.50305 7.55951 -0.16444  0.2166
H 5.33584 8.11604 -0.03467  0.1739
H 4.30596 7.59423 -1.15442  0.1757
H 3.74906 8.09858 0.23680  0.1679
H 3.94515 6.75219 2.44668  0.0815
H 5.63677 6.93538 2.52359  0.0886
H 4.93028 5.36997 2.55573  0.0883
H 5.55821 5.76119 0.02895  0.1548
H 3.35766 5.09085 -1.07206  0.1325
H 2.53945 6.04139 0.16738  0.1288
H 2.48568 2.29610 0.61120  0.0970
H 2.53096 2.94446 -0.90138  0.0724
H 1.46734 3.69142 0.23852  0.0963
C 3.61276 -2.78020 -2.99854  -0.0444
C 3.24389 -1.37834 -2.39765  -0.2499
C 4.04547 -0.29918 -3.02890  -0.2495
O 3.85468 0.78424 -2.22914  -0.1616
C 4.32867 1.98295 -2.85389  -0.0793
N 1.68135 -1.13782 -2.49530  0.2423
H 1.40337 -0.88248 -3.43212  0.0929
H 1.14084 -1.95878 -2.26297  0.0122
H 1.31030 -0.41428 -1.89621  0.0654
H 4.68234 -2.98597 -2.95687  0.0896
H 3.24920 -2.84291 -4.02421  0.0852
H 3.20718 -3.64211 -2.46870  0.0469
H 3.49320 -1.50086 -1.34363  0.1058
H 3.85554 -0.18486 -4.09612  0.1477
H 5.08959 -0.59149 -2.91723  0.1431
H 4.22754 2.80952 -2.15058  0.0573
H 3.75335 2.33217 -3.71130  0.0847
H 5.35713 1.90703 -3.20687  0.0968
C -1.07956 -3.83823 3.19272  -0.0518
C -1.02209 -4.77903 2.03044  -0.2685
C -2.51481 -5.18159 1.77111  -0.1597
O -3.21366 -4.11017 1.10846  -0.2172
C -4.29645 -4.56281 0.25780  -0.0756
N -0.33076 -4.13344 0.86345  0.2164
H 0.63252 -4.11571 1.16656  0.0665
H -0.47839 -4.58919 -0.02571  0.0114
H -0.34375 -3.12914 0.75709  0.0721
H -1.86357 -3.09449 3.05033  0.0550
H -0.22064 -3.18998 3.36629  0.0797
H -1.44120 -4.26288 4.12920  0.0979
H -0.48752 -5.70133 2.25783  0.1604
H -3.15490 -5.37027 2.63296  0.1304
H -2.52226 -6.14055 1.25300  0.1277
H -4.01114 -4.88742 -0.74286  0.0839
H -4.92997 -3.71588 -0.00579  0.0677
H -4.93584 -5.25881 0.80081  0.0930
C -3.72574 -0.88389 2.42446  -0.0467
C -4.87223 -0.31175 1.44219  -0.2316
C -6.19637 -0.05437 2.22344  -0.1449
O -7.09177 0.63413 1.31545  -0.1754
C -8.30923 0.87719 1.88014  -0.1379
N -4.24834 0.89559 0.66721  0.2230
H -3.28355 0.69448 0.44623  -0.0115
H -4.80136 1.16980 -0.13221  0.1578
H -4.15697 1.64318 1.34016  0.1547
H -4.21350 -1.73662 2.89675  0.0811
H -3.53933 -0.23643 3.28128  0.0750
H -2.78063 -1.30166 2.07756  0.0180
H -5.04419 -1.01806 0.63001  0.1352
H -5.75043 0.49208 3.05449  0.1257
H -6.63523 -0.99352 2.56034  0.1423
H -9.00911 1.38207 1.21427  0.0997
H -8.27933 1.58113 2.71180  0.0968
H -8.77232 -0.07471 2.14003  0.0990
C -3.69410 -2.70102 -2.87701  -0.0734
C -2.81699 -2.12092 -3.89441  -0.3696
C -3.40657 -2.35005 -5.28364  -0.1656
O -2.78027 -1.54242 -6.27491  -0.1844
C -2.96360 -1.82512 -7.64470  -0.0743
N -2.64115 -0.66156 -3.65622  0.2313
H -3.53377 -0.18987 -3.68538  0.1641
H -2.15596 -0.39937 -2.81009  0.0198
H -2.16725 -0.31442 -4.47781  0.1167
H -4.73367 -2.37624 -2.92057  0.0914
H -3.34915 -2.32398 -1.91422  0.0527
H -3.60797 -3.77791 -3.02192  0.1011
H -1.81924 -2.55907 -3.86958  0.0925
H -4.48011 -2.20533 -5.16259  0.1289
H -3.20301 -3.41382 -5.40639  0.1452
H -2.69593 -0.94228 -8.22523  0.0970
H -3.96199 -2.13801 -7.95036  0.0879
H -2.31223 -2.67592 -7.84461  0.0962
C 0.23811 2.78377 -4.70724  -0.5743
F 0.35304 3.73625 -5.63114  0.1291
F 1.19656 2.86506 -3.70254  0.0624
F -1.01890 2.78545 -4.18904  0.0789
S 0.42703 1.11429 -5.70022  0.4925
O 1.83081 1.18899 -6.09834  -0.3323
O 0.17784 0.08570 -4.70384  -0.3780
O -0.56477 1.05849 -6.77725  -0.3143
C 3.13090 -1.32101 2.34145  -0.6443
F 2.86658 -1.44612 3.64711  0.0937
F 2.16502 -0.63145 1.70387  0.0812
F 4.20980 -0.55981 2.18869  0.1274
S 3.38459 -3.10840 1.67171  0.6005
O 2.13025 -3.85794 2.01088  -0.3663
O 3.66387 -2.99203 0.20585  -0.3386
O 4.57626 -3.63930 2.39376  -0.3246
Br 0.07179 -4.47900 -2.60196  -0.3552
Br -1.15396 -0.54526 -0.37664  -0.1861

***

Maximum force / Eh/bohr: 0.202; 0.083
Molecular weight / g/mol: 629.7; 998.8